Entry 1:
C34H66AsCdN3OSi4Te as an isolated structure at a distorted geometry, computed with the ωB97M-V functional and the def2-TZVPD basis.

The calculation puts the frontier orbital gap at 0.2673 Ha. The total energy comes out at -5404.26153 hartree. Its multiplicity is 1. As for the net charge: 0. As for the relative energy (zero: lowest compared OMol25 entry of this formula, charge and spin): 13.68 kJ/mol.

```
111
Properties=species:S:1:pos:R:3:mulliken_charge:R:1
Te -3.67458 0.62285 0.42806 0.369
Cd -0.34102 1.02765 -0.15481 0.455
As -0.17877 -2.49894 -0.15505 0.508
Si -1.73099 -3.50709 1.34844 0.238
Si -0.45689 -3.79501 -2.13486 0.373
Si -0.20095 3.56835 -0.11982 0.417
Si 1.76676 -3.60645 0.64881 0.061
O 0.28051 0.07804 1.85866 -1.116
N 1.87466 0.35969 -0.21370 2.632
N 0.58672 0.35411 -2.54040 2.045
N 2.42253 0.44253 1.01942 -0.879
C -1.29134 5.80545 -1.62159 -2.109
C -1.02697 4.29955 -1.71800 2.636
C -0.80081 4.35398 1.54731 2.610
C 3.27233 -3.04096 -0.35401 -0.664
C 2.06042 0.45631 3.37835 0.542
C -2.05946 -3.31877 -3.04222 -0.970
C -1.74683 -2.46520 2.92416 -0.632
C -0.43868 5.83925 1.66836 -1.907
C 3.41872 0.66019 3.61527 -0.286
C 1.65606 0.47634 5.75250 -0.889
C 2.61700 0.52581 -1.25064 -0.396
C -3.49263 -3.52825 0.63653 -0.805
C 1.92634 0.49159 -2.54522 0.025
C -0.06284 0.33559 -3.69888 -1.001
C 3.89055 0.76022 4.91331 -0.681
C -3.39925 -0.40793 -1.42858 -0.740
C 1.18225 0.37279 4.45454 -0.354
C -0.47389 -5.69733 -2.11832 -1.276
C 2.13349 -3.21687 2.46005 -0.897
C 1.80311 -5.50386 0.55178 -0.993
C 1.65678 4.00396 -0.23838 -1.399
C 0.55675 0.44714 -4.93068 -0.843
C -0.07597 4.05817 -2.89687 -2.118
C -5.80716 0.78492 0.11655 -1.193
C -1.41325 -5.31648 1.82958 -1.013
C 1.51814 0.30574 1.99407 -0.081
C 0.94055 -3.28939 -3.31410 -0.703
C -2.31125 4.19698 1.74101 -1.645
C 1.93737 0.58333 -4.94730 -1.102
C 4.09738 0.76083 -1.17927 -2.197
C -0.08682 3.59784 2.67832 -2.042
C -2.34875 3.57918 -2.00623 -1.679
C 3.01171 0.66047 5.98375 -0.499
C 2.62588 0.61054 -3.75017 -0.934
H -6.28405 -0.16956 0.32397 0.320
H -3.04059 3.65358 -1.16457 0.320
H -3.91671 -2.52549 0.59527 -0.048
H 3.35826 -3.57221 -1.30386 0.391
H 2.43785 -2.17952 2.58186 0.123
H -2.52902 -2.77905 3.61844 0.535
H -1.00812 -6.06467 -2.99657 0.421
H -3.99839 -1.31470 -1.45079 0.625
H 1.82609 5.07348 -0.38545 0.547
H 2.81472 -5.84145 0.78979 0.407
H 0.53819 -6.10235 -2.15667 0.427
H 0.99262 3.76459 2.64597 0.381
H -0.26402 2.52017 2.61825 0.047
H -2.29479 -5.72569 2.32678 0.403
H 2.18335 3.69693 0.66801 0.322
H 4.36403 1.71368 -1.64148 0.447
H -2.34590 -0.68008 -1.50069 -0.533
H 3.38247 0.72863 6.99890 0.395
H -2.95055 -3.56005 -2.45911 0.239
H -3.50959 -3.95825 -0.36772 0.217
H -0.55293 4.36013 -3.83593 0.546
H 2.47088 0.66470 -5.88527 0.464
H -3.67731 0.24123 -2.25654 0.624
H 1.02870 -2.20204 -3.36039 -0.126
H 0.84145 4.63960 -2.78697 0.381
H 0.62576 6.00693 1.48926 0.349
H 0.75558 -3.65869 -4.32507 0.443
H 4.38872 0.77986 -0.13346 0.348
H -0.96403 -6.11234 -1.23555 0.259
H -0.78575 -2.52892 3.43902 0.219
H 4.94625 0.91983 5.09302 0.421
H 4.64605 -0.03554 -1.68747 0.386
H 4.18641 -3.22216 0.21523 0.458
H -1.21305 -5.93122 0.94948 0.190
H 2.95015 -3.84808 2.81642 0.501
H -2.83511 4.01279 -2.88803 0.549
H -1.90402 -1.41545 2.67343 -0.136
H -6.20063 1.54144 0.79090 0.334
H -0.66520 6.18907 2.68134 0.508
H 1.90329 -3.68567 -2.98419 0.288
H -1.14028 0.21619 -3.63118 0.030
H -0.44750 3.94605 3.65206 0.617
H -2.17216 2.51749 -2.20458 -0.018
H -4.14201 -4.13568 1.27032 0.458
H 0.19773 3.00206 -2.98080 0.325
H -2.59938 3.14429 1.72899 0.085
H -2.07176 6.03003 -0.89196 0.334
H -0.56692 -5.42030 2.51097 0.303
H -0.38810 6.35273 -1.34106 0.398
H 2.11895 3.47270 -1.07420 0.259
H -0.02237 0.43299 -5.84296 0.530
H 3.70032 0.72551 -3.74205 0.520
H -2.61431 4.61596 2.70711 0.501
H 1.27092 -3.38823 3.10759 0.228
H -2.87445 4.71635 0.96133 0.291
H 1.12171 -5.97420 1.26085 0.278
H -2.12578 -3.86089 -3.98767 0.432
H 0.96749 0.41605 6.58581 0.427
H 1.55801 -5.87726 -0.44267 0.149
H 3.21271 -1.97215 -0.56363 -0.236
H -1.62332 6.18932 -2.59288 0.513
H -1.00629 6.45525 0.97096 0.347
H 4.08463 0.72676 2.76735 0.426
H -5.99648 1.08221 -0.91171 0.375
H 0.12948 0.21801 4.25584 0.404
H -2.08873 -2.25161 -3.27110 0.168
```

***

Entry 2:
C34H66BBr2NO8P as an isolated structure at a distorted geometry, computed with the ωB97M-V functional and the def2-TZVPD basis.

The calculation puts the frontier orbital gap at 0.3078 Ha. The total energy comes out at -7505.94935 hartree. Its multiplicity is 1. As for the net charge: +1.

```
113
Properties=species:S:1:pos:R:3:mulliken_charge:R:1
Br -4.64549 -0.54130 -0.26815 -0.074
Br -2.83816 -2.08735 -2.11963 -0.049
P -1.24016 -7.33032 -2.29437 0.899
O -0.63086 -6.81274 -3.66065 -0.257
O -2.78996 -7.50227 -2.71944 -0.285
O -5.65854 2.49660 2.64612 -0.534
O -6.70498 4.56005 2.13778 -0.520
O -1.16458 -7.06557 -0.84703 -0.789
O -0.73244 -8.85791 -2.44755 -0.329
O -2.36811 5.58830 -0.65982 -0.292
O 4.52055 2.32469 -1.04342 -0.260
N -3.37868 1.92041 0.67531 1.002
C 3.61611 4.01564 2.65251 -1.183
C -3.67280 -6.38636 -2.57997 -0.361
C -1.34471 -10.45204 -0.72654 -1.092
C -3.30281 3.16029 1.15835 -0.347
C -1.16438 5.86700 1.46679 0.495
C -2.14722 3.56235 1.80847 0.744
C 4.77428 4.25556 1.66328 -0.301
C 0.75662 0.28655 0.25888 -1.126
C 5.79820 3.12339 1.66719 -0.820
C -0.07014 0.35436 1.58691 1.409
C -3.34720 -5.25714 -3.53866 -0.887
C 4.42898 0.96703 -0.66624 -0.575
C 0.53040 -1.58130 3.20142 -0.657
C 1.33823 3.35045 1.60266 0.804
C -2.05157 4.96915 2.35560 -2.202
C -1.69071 0.46624 -2.03757 -1.154
C 6.90989 3.24876 0.60407 -0.932
C 2.25283 4.48901 2.09711 -1.483
C -2.43106 0.98114 0.78081 -0.051
C -1.88328 -0.71701 -1.08847 0.371
C -0.44683 -1.05479 2.11976 -1.039
C 0.16174 -7.57231 -4.59410 -0.168
C 6.47412 3.75347 -0.77520 -0.684
C -4.49476 4.04025 0.92764 -1.750
C -1.09748 2.62944 1.92779 0.999
C -2.73921 -0.37833 0.18028 -0.583
C -1.91520 6.51747 0.31566 -1.133
C -1.24479 1.31126 1.41830 0.287
C -0.69636 -8.46148 -5.46195 -1.070
C 1.26495 -2.86543 2.76102 -1.250
C 5.76663 2.70321 -1.62270 -0.588
C 0.16684 3.08178 2.59904 -2.154
C -1.33543 5.12649 -1.51288 -0.542
C -0.24057 -9.62318 -1.34701 -0.325
B -5.66924 3.71393 1.95635 0.595
H 5.30365 2.15167 1.63392 0.235
H -4.24349 1.69235 0.19011 0.146
H 7.70354 3.88223 1.00120 0.380
H 0.64225 0.74353 2.30409 0.323
H 1.27479 -2.95340 1.67374 0.334
H 5.56381 3.14176 -2.60505 0.328
H -1.58604 4.94902 3.33998 0.511
H -3.03609 5.40893 2.49813 0.600
H 7.32854 2.24841 0.45464 0.293
H -4.67638 -6.76293 -2.77234 0.342
H 2.28149 -2.91414 3.14612 0.365
H 1.75845 5.08046 2.87182 0.580
H 0.73027 -3.74178 3.12719 0.321
H -1.45052 -1.02784 2.54748 0.489
H -0.39030 4.98472 -0.98330 0.258
H -0.98709 -10.95972 0.16989 0.388
H -5.02267 2.50219 3.36969 0.314
H -2.20050 -9.83041 -0.46318 0.273
H 6.29390 3.16459 2.64443 0.526
H 0.94491 -8.12528 -4.08103 0.271
H 0.24107 -8.98299 -0.60957 0.347
H -3.64582 -6.03024 -1.54584 0.268
H -0.77988 0.30002 -2.61623 0.442
H 3.86410 0.39331 -1.40830 0.288
H -1.65303 4.15753 -1.90305 0.117
H 0.53271 -10.28015 -1.75060 0.334
H -4.21793 5.08456 0.87721 0.300
H 1.93799 2.44748 1.51177 -0.170
H -4.10603 -4.47511 -3.47379 0.408
H -0.07915 -1.84920 4.06500 0.390
H 2.46132 5.17935 1.27729 0.547
H 5.85537 4.65019 -0.73857 0.321
H 3.91615 0.92055 0.29795 -0.030
H -4.87934 3.76364 -0.06293 0.459
H -2.80809 7.00270 0.71816 0.396
H 4.33062 4.33139 0.66875 0.311
H -2.49027 0.49893 -2.77401 0.488
H -1.36250 -7.85870 -6.08099 0.297
H 7.38311 4.02133 -1.32392 0.444
H 0.03253 3.97422 3.19689 0.643
H -0.97320 -1.23971 -0.83256 0.327
H -1.20639 5.79570 -2.36735 0.327
H 3.82751 4.51489 3.59976 0.485
H -1.32117 -9.12963 -4.87351 0.290
H 1.76832 0.64547 0.44066 -0.694
H 0.52117 2.31286 3.28793 0.645
H 6.42681 1.84715 -1.78966 0.419
H 1.22790 -0.80930 3.52748 0.294
H -0.45677 -1.76372 1.29011 0.215
H -0.06148 -9.06089 -6.11514 0.383
H -2.37770 -4.81267 -3.30420 0.169
H -1.56555 1.42366 -1.53111 -0.078
H 0.88037 -0.74084 -0.08058 0.681
H 0.35148 0.92086 -0.52369 0.063
H -2.59861 -1.18647 0.88678 0.568
H 0.66474 -6.83422 -5.21964 0.336
H -1.31994 7.29508 -0.17482 0.479
H -0.75491 6.67524 2.07917 0.519
H -3.29841 -5.61674 -4.56629 0.259
H 3.57403 2.94480 2.87819 0.498
H 5.40448 0.49365 -0.53216 0.388
H -7.28705 4.18129 2.81032 0.334
H 0.92332 3.62493 0.63122 0.268
H 5.26366 5.21229 1.86291 0.301
H -1.69671 -11.20391 -1.43412 0.283
H -0.30397 5.30967 1.09974 -0.387
```

***

- What is the formula in the first record?
  C34H66AsCdN3OSi4Te

***

- Which formula does entry 2 have?
  C34H66BBr2NO8P